No. 1
DFT (wB97M-V/def2-TZVPD) results for C28H45AlBNO12 as an isolated structure.

net charge: +2
lowest unoccupied orbital energy: -11.52 eV
orbital gap: 1.46 eV
M: 625.46 Da

Atoms and positions in Å:
C1 7.0164 1.9802 4.4551
H1 7.7477 2.4113 3.7713
H2 5.5568 3.4046 3.6742
H3 6.2893 2.3681 -2.9686
O1 5.8402 -1.0957 3.2134
H4 -5.3947 4.9099 -8.7284
H5 -10.4213 2.4681 -1.1524
C2 6.3926 -7.6242 -0.7906
C3 -1.5591 -6.0188 5.6174
C4 -3.0472 -5.9589 5.8005
H6 -2.5114 4.9199 -7.4834
C5 -5.2500 5.4754 -6.6243
C6 -1.3020 -5.8789 4.1495
H7 -0.8468 5.2041 7.1474
H8 4.4376 3.4838 -2.8578
H9 5.0093 2.4191 4.9627
C7 -7.6200 0.9052 -1.0024
C8 4.9473 0.7080 -3.8572
C9 -0.8361 4.1775 5.1985
H10 6.3800 -8.6774 -0.5101
O2 -3.5214 -5.2003 4.6341
C10 -1.2560 4.4172 6.5313
H11 -1.6071 0.1323 0.3446
C11 -2.5746 -5.2379 3.6664
H12 -1.1744 -6.8032 3.5861
H13 5.3352 1.6898 2.1064
C12 5.6870 2.0642 -3.8248
O3 3.5251 2.4792 -4.5438
H14 -0.2432 4.8194 4.5637
O4 -2.7829 -4.8480 2.5416
H15 -1.1859 2.5995 3.8843
H16 0.0139 0.7862 0.2370
C13 -4.6638 5.3157 -8.0289
H17 -10.0304 1.6472 0.3955
O5 -3.4712 2.4873 -6.3547
O6 -8.9731 0.7986 -1.1210
C14 5.1580 1.3138 3.1140
H18 -4.5411 6.3378 -8.3872
H19 4.8047 -6.4514 0.3433
H20 5.3516 -0.1431 -4.4053
H21 4.6963 0.3930 -2.8444
H22 -1.1115 -5.1898 6.1656
O7 5.8488 -6.4038 -2.6851
O8 -4.8489 4.2500 -6.0006
C15 5.0122 -7.0141 -0.5669
H23 -0.9523 0.6470 -1.2775
C16 -3.4299 4.4433 -7.8259
C17 4.9235 -6.1043 -1.7614
H24 -2.4808 1.4874 5.8529
C18 -7.3473 2.2175 -0.2032
H25 4.2519 -7.7916 -0.6408
H26 7.1726 -7.0879 -0.2501
O9 -6.8491 0.1312 -1.4659
H27 -8.7667 3.6312 0.4597
H28 -2.4441 3.0453 7.8898
C19 4.6128 3.1115 -3.8671
C20 3.7117 1.1128 -4.5520
H29 -4.7445 6.2788 -6.0885
C21 -9.6570 1.9345 -0.5874
O10 2.8307 0.3806 -5.0307
C22 -3.8902 3.5748 -6.6991
H30 -0.4724 -5.2236 3.8839
H31 5.0048 3.9957 -4.3698
H32 4.1017 1.2466 3.3746
O11 7.0687 0.5638 4.2872
H33 -3.3480 -5.5562 6.7677
Al1 -1.8647 -3.4617 -3.8158
H34 -1.2036 -7.0075 5.9075
O12 4.0122 -5.2938 -2.0034
H35 6.2894 -8.4405 -2.7998
C23 -2.0125 2.4607 5.8560
H36 -7.2113 2.0229 0.8607
H37 7.1811 2.3247 5.4760
H38 -3.5875 -6.9054 5.8197
C24 6.6693 -7.5438 -2.3103
B1 -0.7478 0.2412 -0.2989
H39 -6.4255 2.6118 -0.6307
C25 -1.9876 3.2843 6.9407
H40 -3.2285 3.8987 -8.7483
H41 -0.3961 -0.7718 -0.4187
H42 6.3753 2.1622 -4.6643
H43 -6.2989 5.7685 -6.5775
N1 -1.3540 3.0031 4.7948
H44 -8.4981 3.6664 -1.2998
C26 -8.6118 3.0200 -0.4295
C27 6.0118 0.1222 3.5379
C28 5.5834 2.3771 4.0371
H45 7.7336 -7.3990 -2.4958

Force components x, y, z for each atom (eV/Å):
-0.60 0.89 -0.74
0.19 0.05 0.18
0.06 -0.11 -0.35
0.21 -0.99 0.30
0.83 5.17 1.59
0.14 -0.56 0.17
-0.43 -1.45 -0.67
0.44 -0.87 0.40
0.70 -1.03 0.62
-0.95 -0.13 -0.32
-0.11 0.38 -0.11
1.41 0.18 -0.54
-0.32 0.67 -0.62
-0.40 0.17 -0.08
-1.07 -0.43 0.12
-0.31 -0.31 -0.03
-0.96 1.49 1.09
0.68 0.83 0.41
-0.25 0.32 -0.28
0.34 0.11 0.34
0.36 -0.11 0.57
0.19 -0.96 1.15
-2.90 -1.47 4.12
-0.65 0.13 -1.10
-0.02 -0.12 0.19
-0.12 -0.83 -0.26
1.51 -0.14 0.07
0.02 -0.53 0.18
0.00 -0.15 -0.06
-0.03 0.08 0.70
-0.20 -0.18 0.12
1.98 3.74 2.23
-0.59 1.89 0.07
-0.29 -0.03 -0.11
-0.68 1.37 -0.29
-0.27 -0.22 -1.02
-0.76 0.31 0.40
0.68 -0.07 -0.30
0.39 -0.12 0.00
0.46 0.28 0.20
-0.17 -0.18 -0.03
0.27 -0.35 0.13
0.46 0.23 -0.42
-0.63 -1.05 0.71
0.56 0.13 -0.47
0.67 1.38 -4.30
-0.72 -0.01 -1.00
-3.02 1.19 -1.38
0.11 -0.04 -0.48
0.62 -0.81 -0.96
-0.20 0.15 -0.21
-0.07 -0.10 0.09
0.22 -0.42 -0.08
-0.40 0.20 -0.25
0.14 0.22 -0.04
0.79 0.17 -0.32
-4.11 -0.67 -1.14
0.26 0.07 0.02
0.42 1.15 1.07
2.42 1.81 1.10
0.18 -0.94 0.90
0.01 -0.09 0.07
-0.55 -0.07 -0.62
-0.10 -1.06 -0.99
-0.99 -0.84 -0.18
0.00 0.92 -0.39
0.04 0.09 0.01
0.31 0.35 0.71
2.39 -1.55 0.69
0.07 0.20 -0.31
-0.90 -1.94 -0.67
0.14 -0.35 -0.08
0.44 -0.61 -0.03
0.34 -0.32 -0.58
-1.08 0.34 1.65
0.52 1.65 -0.67
-0.06 0.27 0.26
0.71 2.11 0.51
0.28 -0.24 0.34
-0.30 -5.28 -1.30
-0.23 -0.11 -0.25
-0.20 -1.05 0.06
0.61 0.40 -0.27
-0.27 -0.11 -0.05
1.31 0.24 0.78
-0.21 -4.27 -1.49
1.58 1.63 1.89
-0.32 0.31 -0.40

Atom charges from the Mulliken analysis, given in e for atoms 1 to 2:
1 C -0.407
2 H 0.270

=====

No. 2
DFT (wB97M-V/def2-TZVPD) results for C28H45BrMnN2P2 as an isolated structure.

net charge: +2
lowest unoccupied orbital energy (spin up / spin down): -6.65 / -7.86 eV
multiplicity: 6
orbital gap (spin up / spin down): 7.25 / 6.08 eV
M: 606.47 Da
ΔE to the lowest compared entry with this formula, charge and spin: 1.407 eV

Atoms and positions in Å:
H1 -0.9547 -2.0536 -3.9006
C1 -0.1527 4.3218 -1.8192
H2 1.8225 2.7916 0.1876
Br1 0.2151 5.5510 -4.3929
H3 2.3711 -2.7160 0.9128
H4 1.4810 -0.0725 5.7110
H5 0.7682 -2.5873 -2.1606
C2 -1.8259 1.2027 0.8758
H6 2.3282 1.2113 -4.7746
C3 -2.8869 0.6498 3.0843
H7 3.5325 1.6759 -3.5506
H8 -2.3727 0.3576 -1.0308
H9 0.7454 0.4124 -3.0495
H10 0.3125 0.2053 6.9801
H11 0.4035 5.1835 -1.4397
H12 3.2788 1.8976 0.6052
C4 -1.5940 2.1325 -2.8001
H13 -2.2361 -2.0105 -2.6611
C5 -0.3019 -2.7392 -1.9274
C6 -0.4308 4.2122 -3.1928
H14 -3.8970 0.1039 4.9193
H15 -0.5263 -3.8114 -2.0929
H16 5.0243 0.5917 -0.3788
P1 -0.4998 -2.3351 -0.1081
C7 2.0021 -3.6487 0.4551
C8 -3.8933 0.0217 3.8228
H17 -2.2974 -4.0124 -0.3334
C9 -4.9026 -0.7701 1.9363
H18 0.1092 -4.7005 0.1722
N1 -4.8954 -0.6944 3.2795
H19 -5.7367 -1.3302 1.4895
H20 2.5153 -4.4972 0.9418
H21 -2.1667 1.2835 -3.1891
H22 -0.3592 3.4086 0.1161
H23 -1.9411 -3.9874 2.1545
C10 -2.5456 -3.1935 1.6820
N2 0.0000 0.0000 2.4081
H24 3.8069 4.0522 -0.6082
H25 -1.4038 3.0626 -4.7529
H26 -3.6079 -3.4556 1.8220
C11 -2.2100 -3.0416 0.1936
C12 -1.1574 -1.8494 -2.8342
H27 5.4090 -0.9605 -1.1571
C13 -1.1712 3.1300 -3.6865
C14 4.7215 -0.0952 -1.1883
C15 -0.5863 3.3188 -0.9505
H28 0.2334 -3.7961 1.6934
H29 -1.5031 0.0581 5.3407
H30 -2.3621 -2.2510 2.2246
C16 0.5217 0.3427 5.9398
H31 2.9880 -1.2823 -1.7994
H32 0.5217 1.3880 5.7110
C17 2.6655 2.2338 -0.2526
C18 1.5710 1.0787 -2.7468
C19 -3.9406 -0.1880 1.1063
C20 -0.5437 -0.3572 5.1119
H33 4.8789 0.4223 -2.1474
H34 3.1351 -0.0455 -3.8071
C21 2.7118 0.9732 -3.7657
H35 -2.9243 -2.3466 -0.2808
H36 3.1906 -1.1322 -0.0640
C22 -1.7226 1.0880 -0.5361
H37 -0.5437 -1.4024 5.3407
H38 1.1443 2.0950 -2.7563
Mn1 0.0000 0.0000 0.4081
C23 -0.2465 -0.1619 3.6341
H39 -4.0412 -0.2756 0.0204
C24 -2.8633 0.5353 1.6720
H40 -1.4283 2.1106 1.3464
H41 2.3026 -3.6401 -0.6067
C25 3.4679 3.1631 -1.1713
C26 0.4864 -3.7594 0.6185
H42 4.3616 2.6734 -1.5903
H43 -0.9395 -0.7862 -2.6356
H44 2.8482 3.5235 -2.0098
H45 -2.1156 1.2325 3.5995
P2 1.8678 0.6764 -0.9428
C27 3.2735 -0.5668 -1.0051
C28 -1.2892 2.1809 -1.4190

Force components x, y, z for each atom (eV/Å):
-0.09 0.11 0.49
-0.15 -0.28 0.03
0.35 -0.05 -0.09
-0.27 -0.57 0.51
-0.06 -0.40 -0.05
0.67 -0.15 0.03
-0.36 -0.12 0.03
-1.29 1.10 -2.58
0.10 -0.10 0.50
-0.13 0.02 -0.55
-0.36 -0.28 -0.09
0.47 -0.13 0.23
0.28 0.23 -0.02
-0.14 -0.09 0.59
-0.24 -0.33 -0.15
-0.22 0.11 -0.32
0.15 -0.10 0.11
0.41 0.04 -0.09
0.30 0.30 0.12
-0.03 0.04 -0.04
-0.08 -0.04 -0.50
0.11 0.51 0.27
-0.11 -0.29 -0.33
-0.52 -3.12 -0.90
0.24 0.08 -0.11
-0.16 -0.03 -0.12
0.24 0.51 0.17
-0.15 -0.03 0.25
0.02 0.56 0.09
0.82 0.45 -0.65
0.39 0.28 0.24
-0.26 0.40 -0.22
0.21 0.30 0.09
-0.06 0.10 -0.39
-0.30 0.33 -0.21
0.04 -0.12 0.26
-1.21 -1.50 10.87
-0.19 -0.46 -0.19
0.06 0.03 0.44
0.46 0.09 -0.08
-0.10 0.51 -0.06
-0.19 0.06 -0.08
-0.41 0.36 -0.01
-0.04 -0.01 0.35
0.19 0.34 -0.01
0.03 -0.13 -0.18
0.10 0.00 -0.41
-0.70 0.12 -0.19
-0.09 -0.29 -0.10
-0.03 -0.06 -0.45
0.11 0.24 0.27
0.12 0.69 0.03
-0.40 -0.26 0.60
-0.73 -0.07 0.20
0.54 0.33 0.11
1.02 0.62 -1.27
-0.08 -0.24 0.39
-0.17 0.42 0.00
0.37 -0.12 0.02
0.18 -0.31 0.13
0.14 0.16 -0.28
-2.03 1.56 1.88
-0.14 -0.81 -0.22
0.15 -0.36 0.04
0.56 -0.59 -0.02
1.57 0.69 -8.21
-0.09 0.01 0.44
-1.03 -0.96 0.85
0.21 -0.45 -0.17
-0.10 -0.04 0.41
0.07 0.03 -0.30
-0.04 0.29 0.41
-0.38 0.19 0.20
-0.09 -0.31 -0.18
0.24 -0.12 0.29
-0.54 -0.06 -0.26
2.72 1.03 -1.50
-0.59 -0.42 0.26
0.74 0.57 -0.58

Atom charges from the Mulliken analysis, given in e for atoms 1 to 2:
1 H 0.437
2 C -0.672